CH6N4O as an isolated structure in a non-equilibrium geometry, computed with wB97M-V/def2-TZVPD.

- relative energy (zero: lowest compared OMol25 entry of this formula, charge and spin) (kJ/mol) = 71.6
- HOMO level (hartree) = -0.6386
- net charge = +2

Element x y z (Å)
C 6.06265 0.79343 0.14597
N -9.83023 -0.55404 -0.51994
N 7.22866 0.21630 0.28898
N -9.26644 -0.00401 0.38642
N 6.68590 -0.99897 -0.04979
O 5.44464 -0.34982 -0.27941
H 5.85358 1.84786 0.12594
H -9.56765 -0.30808 -1.53237
H 8.10716 0.55224 0.47713
H -8.37625 0.88309 -0.07474
H -9.39107 -0.21694 1.42065
H 7.04906 -1.86105 -0.38884

Atoms 1-6, force components in eV/Å:
0.9 -1.1 -1.0
-1.2 -1.5 -0.5
-3.7 -1.0 -1.0
4.4 4.0 -2.8
-0.6 1.6 1.5
1.4 0.6 0.5

=====

A 2-piece molecular cluster, C2H7IN3 overall in a non-equilibrium geometry, computed with wB97M-V/def2-TZVPD.

- relative energy (zero: lowest compared OMol25 entry of this formula, charge and spin) (kJ/mol) = 16.3
- HOMO level (hartree) = -0.4817
- net charge = +1

Element x y z (Å)
C 1.26695 -0.41157 0.18162
C -2.40968 0.45908 -0.29137
N 1.07364 0.74778 -0.39877
N 2.40867 -1.04502 0.17396
N -1.45352 0.46120 0.53641
I -4.49663 0.26171 0.06185
H 0.38628 -0.98357 0.60735
H -2.39365 0.48558 -1.37986
H 1.57967 1.37645 -0.95272
H 2.56652 -1.82459 0.68455
H 3.23668 -0.86069 -0.48907
H -1.84741 0.37000 1.48229
H 0.08248 0.96362 -0.21624

Atoms 1-6, force components in eV/Å:
0.5 -0.3 -0.9
-1.2 -0.4 -0.1
-2.8 -1.6 1.6
2.3 2.3 -3.2
-1.5 0.0 -0.2
0.5 0.1 0.4

=====

A 8-piece molecular cluster, C24H70N6O8 overall in a non-equilibrium geometry, computed with wB97M-V/def2-TZVPD.

- relative energy (zero: lowest compared OMol25 entry of this formula, charge and spin) (kJ/mol) = 194.9
- HOMO level (hartree) = -0.3186
- net charge = 0
- SMILES string = COC[C@H](C)N.COC[C@H](C)N.COC[C@H](C)N.COC[C@H](C)N.COC[C@H](C)N.COC[C@H](C)N.O.O

Element x y z (Å)
C -3.97702 -2.53892 2.61556
O -4.47406 -1.38830 3.36574
C -4.11585 -0.15584 2.92189
C -3.54439 0.66628 4.11161
C -4.57033 0.81942 5.22293
N -3.25478 2.05520 3.65009
H -4.37525 -2.65469 1.58496
H -4.34880 -3.40949 3.24463
H -2.88574 -2.41066 2.54789
H -3.35591 -0.07455 2.14952
H -5.00602 0.43638 2.62985
H -2.66564 0.13049 4.45192
H -4.68636 -0.17467 5.73396
H -5.53324 0.88642 4.72614
H -4.35260 1.66783 5.87144
H -2.62676 2.05607 2.84002
H -4.16045 2.58202 3.51669
C 2.59692 -2.60510 1.44280
O 2.74890 -1.94724 2.71364
C 2.68307 -2.90677 3.78526
C 2.32989 -2.20624 5.10919
C 2.26526 -3.28539 6.16286
N 1.08293 -1.46984 5.23051
H 3.27897 -3.46138 1.30987
H 2.94469 -1.91976 0.67949
H 1.54273 -2.94240 1.32117
H 1.89726 -3.63966 3.56411
H 3.63473 -3.40538 3.93690
H 3.16708 -1.51428 5.28513
H 1.87897 -2.97597 7.10685
H 3.29400 -3.80468 6.29661
H 1.65003 -4.13013 5.89019
H 0.26575 -2.11104 5.19801
H 0.96023 -0.85238 4.42803
C 6.46059 0.79460 -1.28237
O 5.54740 0.51221 -2.36800
C 4.12247 0.59670 -2.00804
C 3.35367 0.88702 -3.30667
C 3.30016 2.36006 -3.59165
N 1.95516 0.45410 -3.07665
H 6.25698 1.77490 -0.84026
H 7.49957 0.73217 -1.60587
H 6.32931 0.08199 -0.48358
H 3.83402 -0.28663 -1.50374
H 3.96654 1.47390 -1.31633
H 3.84456 0.27259 -4.11493
H 2.52953 2.83579 -2.95913
H 3.00769 2.60180 -4.59309
H 4.20479 2.88322 -3.37060
H 1.99047 -0.58417 -2.96638
H 1.44824 0.57682 -3.93899
C 0.85449 1.65570 3.21261
O 0.54993 2.44307 2.03514
C 0.05389 3.69795 2.31230
C -0.63945 4.17658 1.01945
C -1.21289 5.58203 1.29259
N -1.75125 3.28397 0.68260
H -0.04883 1.15992 3.60776
H 1.32310 2.23493 3.99244
H 1.57445 0.91538 2.90043
H -0.74107 3.53549 3.08689
H 0.84066 4.28642 2.72191
H 0.16935 4.25021 0.26725
H -0.52522 6.20878 1.74046
H -1.97833 5.42291 2.02828
H -1.62131 6.07798 0.42394
H -2.39294 3.75841 0.07679
H -1.43511 2.35331 0.30471
C -0.15619 -3.03325 -6.55388
O 0.27207 -3.54507 -5.31687
C -0.15551 -2.94547 -4.12684
C 0.54403 -3.59632 -3.00196
C 0.09772 -5.03498 -2.72281
N 0.43474 -2.67937 -1.83741
H 0.55697 -3.39495 -7.33366
H -0.17021 -1.94588 -6.59596
H -1.17336 -3.34938 -6.75222
H 0.12844 -1.89626 -4.10053
H -1.26977 -3.06139 -3.97882
H 1.60133 -3.69431 -3.14360
H -1.00433 -5.10819 -2.49117
H 0.60195 -5.59482 -1.93153
H 0.27371 -5.72567 -3.60039
H 1.23157 -2.81411 -1.23501
H -0.32578 -2.91110 -1.22164
C -1.45025 4.13125 -2.65546
O -2.29789 3.13435 -3.07206
C -1.66149 2.00235 -3.58790
C -2.61061 0.86130 -3.62510
C -2.53825 0.20686 -2.23200
N -2.36532 -0.02046 -4.70790
H -0.66485 4.39740 -3.44798
H -0.81055 3.80562 -1.85896
H -2.05709 5.03014 -2.34866
H -1.23144 2.13105 -4.60292
H -0.82843 1.77457 -2.94714
H -3.60239 1.30771 -3.78374
H -3.20008 -0.67888 -2.27790
H -2.78014 0.99446 -1.52827
H -1.49734 -0.07525 -1.98070
H -1.46922 -0.44064 -4.59593
H -2.36241 0.51720 -5.59655
O -0.78198 -1.72603 0.91839
H -0.46113 -0.98654 0.46902
H -1.62347 -1.46743 1.22429
O 0.32565 0.79822 -0.23758
H 0.84828 0.88909 -1.04286
H 0.67415 1.41872 0.43741

Atoms 1-6, force components in eV/Å:
-0.8 0.3 1.2
-0.2 -2.8 -0.7
0.0 2.7 1.1
-0.7 1.3 -0.9
-0.2 -2.1 -0.1
-0.3 -0.5 0.3